# 1
Density functional theory data (ωB97M-V/def2-TZVPD) for a structure of composition C46H53FN5O2S2SiY.

Structure (XYZ):
```
111
Properties=species:S:1:pos:R:3:mulliken_charge:R:1
Y -0.76 0.74 0.09 -1.732
C 4.50 0.72 -2.46 -1.617
C 3.17 0.03 -2.13 0.539
C 2.03 0.96 -2.56 -1.665
C 3.23 -0.56 -0.72 0.683
C 4.09 -1.64 -0.58 -0.593
C 4.35 -2.22 0.65 -1.091
C 3.70 -1.74 1.77 -0.497
C 2.81 -0.68 1.69 1.408
C 2.18 -0.14 2.95 1.423
C 1.53 -1.21 3.82 -1.300
C 3.20 0.65 3.78 -1.748
C 2.57 -0.08 0.43 -1.085
N 1.66 1.01 0.32 2.538
C 2.26 2.21 0.38 -0.459
C 3.60 2.52 0.69 -1.207
C 4.05 3.83 0.70 -1.147
C 3.22 4.90 0.40 -0.728
C 1.89 4.63 0.06 -0.647
C 1.49 3.33 0.06 0.445
F 0.21 3.00 -0.32 0.624
H 4.53 1.02 -3.51 0.433
H 5.36 0.06 -2.27 0.393
H 4.63 1.62 -1.85 0.271
H 3.10 -0.84 -2.79 0.522
H 2.13 1.96 -2.15 0.272
H 1.05 0.56 -2.31 0.004
H 2.06 1.04 -3.65 0.496
H 4.59 -2.02 -1.47 0.537
H 5.02 -3.06 0.72 0.398
H 3.88 -2.21 2.73 0.339
H 1.39 0.55 2.66 -0.724
H 2.27 -1.90 4.25 0.353
H 0.80 -1.78 3.25 -0.224
H 1.00 -0.74 4.65 0.495
H 4.03 0.01 4.09 0.318
H 2.73 1.05 4.68 0.458
H 3.62 1.49 3.22 0.345
H 4.29 1.71 0.92 0.653
H 5.09 4.02 0.96 0.360
H 3.58 5.92 0.42 0.384
H 1.18 5.40 -0.21 0.453
S -1.27 1.27 2.68 -0.416
C -2.17 -0.15 3.14 1.078
C -2.12 -0.50 4.53 -0.187
N -2.07 -0.74 5.66 -0.696
C -2.92 -0.92 2.29 0.315
S -3.14 -0.66 0.59 -0.240
C -3.61 -2.07 2.83 -0.142
N -4.20 -2.99 3.19 -0.701
O 0.45 -1.79 -3.39 -0.749
C 0.40 -2.11 -2.22 -0.921
N 0.80 -3.36 -1.75 0.040
C 0.32 -3.56 -0.39 1.715
C 0.00 -2.08 -0.05 0.213
O -0.21 -1.61 1.08 0.721
N -0.08 -1.35 -1.17 0.350
C -0.96 -4.40 -0.34 -0.380
C -0.98 -5.62 -1.01 -0.300
C -2.10 -6.43 -0.96 -0.974
C -3.21 -6.04 -0.22 -0.584
C -3.19 -4.83 0.46 -0.895
C -2.06 -4.02 0.40 1.380
C 1.33 -4.22 0.53 -0.334
C 1.07 -4.29 1.90 0.140
C 1.94 -4.95 2.75 -0.776
C 3.06 -5.59 2.24 -0.574
C 3.31 -5.54 0.88 -0.856
C 2.46 -4.85 0.03 -0.160
H 0.70 -4.10 -2.43 0.382
H -0.10 -5.95 -1.56 0.377
H -2.10 -7.38 -1.49 0.366
H -4.09 -6.67 -0.18 0.388
H -4.04 -4.51 1.05 0.413
H -2.07 -3.07 0.93 -0.751
H 0.18 -3.81 2.29 0.243
H 1.73 -4.97 3.81 0.427
H 3.74 -6.11 2.90 0.345
H 4.19 -6.03 0.47 0.405
H 2.69 -4.77 -1.02 0.280
C -4.40 2.56 0.28 -1.585
Si -2.88 2.70 -0.87 1.135
C -2.56 4.65 -0.83 2.602
C -2.09 4.95 0.60 -2.051
C -1.50 5.14 -1.82 -1.865
C -3.81 5.51 -1.07 -1.891
C -3.61 2.19 -2.62 2.384
C -2.66 2.51 -3.77 -1.706
C -3.76 0.66 -2.57 -2.024
C -4.99 2.76 -2.95 -1.986
H -5.16 3.33 0.08 0.436
H -4.10 2.62 1.33 0.251
H -4.87 1.58 0.16 0.384
H -1.19 4.40 0.87 0.238
H -2.85 4.71 1.34 0.355
H -1.86 6.03 0.70 0.449
H -0.60 4.53 -1.81 0.107
H -1.21 6.17 -1.57 0.507
H -1.87 5.16 -2.84 0.314
H -4.64 5.25 -0.41 0.302
H -4.17 5.44 -2.10 0.307
H -3.57 6.57 -0.89 0.506
H -1.64 2.16 -3.56 0.150
H -2.61 3.58 -3.97 0.344
H -2.99 2.02 -4.69 0.492
H -2.80 0.15 -2.42 0.268
H -4.16 0.28 -3.53 0.508
H -4.43 0.32 -1.77 0.322
H -4.96 3.84 -3.10 0.293
H -5.71 2.56 -2.15 0.320
H -5.39 2.31 -3.87 0.515
```

Results
energy relative to the best compared isomer or geometry (same formula, charge and spin): 30.1 kJ/mol
highest occupied orbital energy: -1.97 eV
net charge: -2
2S+1: 1
DFT total energy: -3433.296442 Ha
Kohn-Sham gap: 6.11 eV

# 2
Density functional theory data (ωB97M-V/def2-TZVPD) for a structure of composition C46H53FN5O2S2SiY in a non-equilibrium geometry.

Structure (XYZ):
```
111
Properties=species:S:1:pos:R:3:mulliken_charge:R:1
Y -0.05 0.37 -0.40 -1.494
C 1.10 -3.11 -1.81 -1.569
C 0.89 -4.30 -0.87 0.284
C 2.27 -4.78 -0.40 -1.657
C -0.21 -4.15 0.24 1.196
C -0.06 -5.36 1.11 -0.868
C -0.24 -5.35 2.43 -1.385
C -0.57 -4.14 3.13 -0.729
C -0.57 -2.93 2.53 0.310
C -0.82 -1.74 3.44 -0.239
C 0.47 -1.35 4.19 -1.559
C -1.42 -0.49 2.80 -0.736
C -0.31 -2.78 1.05 2.208
N 0.73 -1.80 0.75 1.587
C 1.98 -1.95 1.19 -0.096
C 2.48 -2.84 2.18 -0.434
C 3.79 -2.84 2.58 -0.980
C 4.74 -2.00 2.01 -0.770
C 4.32 -1.16 0.98 -0.575
C 3.00 -1.15 0.61 0.065
F 2.63 -0.35 -0.49 -0.367
H 1.43 -3.47 -2.79 0.468
H 1.87 -2.44 -1.44 0.090
H 0.18 -2.53 -1.96 0.263
H 0.48 -5.11 -1.48 0.366
H 2.73 -4.08 0.29 0.207
H 2.91 -4.88 -1.27 0.458
H 2.22 -5.75 0.10 0.439
H 0.17 -6.28 0.59 0.792
H -0.14 -6.27 3.00 0.135
H -0.78 -4.22 4.19 0.307
H -1.53 -2.08 4.19 0.732
H 1.19 -0.90 3.51 0.148
H 0.93 -2.22 4.65 0.294
H 0.24 -0.62 4.96 0.586
H -0.72 -0.03 2.09 -0.516
H -1.65 0.24 3.57 0.713
H -2.35 -0.73 2.27 0.323
H 1.79 -3.54 2.62 0.527
H 4.10 -3.52 3.36 0.411
H 5.77 -2.02 2.33 0.353
H 5.03 -0.54 0.45 0.426
S -2.59 1.55 -0.04 -0.392
C -2.99 1.96 -1.68 0.950
C -4.12 2.78 -1.78 -0.345
N -5.05 3.46 -1.83 -0.616
C -2.33 1.61 -2.84 0.646
S -0.87 0.67 -3.04 -0.458
C -2.84 2.09 -4.05 -0.189
N -3.21 2.49 -5.07 -0.629
O -1.46 -1.36 -0.54 -0.654
C -1.60 -2.21 0.36 -0.521
N -1.44 -4.38 -0.58 -0.411
C -2.77 -4.76 -0.16 2.298
C -3.51 -3.62 0.65 -0.690
O -4.64 -3.80 1.10 -0.830
N -2.77 -2.56 0.81 0.015
C -3.54 -5.10 -1.44 -0.113
C -2.85 -5.49 -2.59 0.108
C -3.53 -5.81 -3.75 -1.010
C -4.91 -5.73 -3.79 -0.478
C -5.60 -5.35 -2.66 -0.831
C -4.92 -5.05 -1.49 -0.574
C -2.77 -6.02 0.71 0.151
C -3.12 -5.99 2.05 -0.318
C -3.14 -7.15 2.80 -0.954
C -2.80 -8.36 2.23 -0.572
C -2.46 -8.40 0.89 -0.751
C -2.45 -7.24 0.14 -0.421
H -1.52 -3.65 -1.28 1.028
H -1.77 -5.55 -2.58 0.201
H -2.98 -6.11 -4.63 0.409
H -5.45 -5.97 -4.71 0.369
H -6.68 -5.30 -2.68 0.406
H -5.47 -4.74 -0.61 0.492
H -3.39 -5.06 2.53 0.494
H -3.42 -7.10 3.85 0.409
H -2.80 -9.27 2.82 0.363
H -2.20 -9.35 0.43 0.386
H -2.18 -7.29 -0.91 0.488
C 3.12 2.56 0.75 -1.720
Si 1.29 2.76 0.11 1.823
C 1.58 3.68 -1.63 2.409
C 2.50 4.90 -1.58 -1.960
C 0.25 4.11 -2.24 -1.995
C 2.22 2.67 -2.58 -1.981
C 0.52 3.97 1.47 2.359
C 0.38 3.18 2.78 -2.333
C 1.36 5.22 1.77 -1.936
C -0.88 4.44 1.08 -1.577
H 3.60 3.51 0.97 0.477
H 3.73 2.05 0.01 0.282
H 3.16 1.96 1.65 0.360
H 2.05 5.70 -0.99 0.368
H 2.66 5.29 -2.58 0.514
H 3.46 4.66 -1.15 0.312
H -0.19 4.94 -1.69 0.293
H -0.47 3.29 -2.25 0.233
H 0.38 4.44 -3.28 0.576
H 3.19 2.33 -2.21 0.329
H 2.37 3.11 -3.57 0.508
H 1.59 1.79 -2.71 0.211
H 1.35 2.81 3.12 0.348
H -0.28 2.32 2.63 0.374
H -0.04 3.80 3.56 0.541
H 2.36 4.95 2.08 0.324
H 0.90 5.80 2.57 0.519
H 1.43 5.85 0.89 0.325
H -1.53 3.61 0.82 0.019
H -0.85 5.12 0.24 0.313
H -1.35 4.98 1.92 0.515
```

Results
energy relative to the best compared isomer or geometry (same formula, charge and spin): 476.5 kJ/mol
highest occupied orbital energy: -2.28 eV
net charge: -2
2S+1: 1
DFT total energy: -3433.126419 Ha
Kohn-Sham gap: 6.31 eV

| no. | LUMO (eV) |
| --- | --- |
| 1 | 4.140 |
| 2 | 4.031 |